C5H10S | the ωB97M-V functional and the def2-TZVPD basis

```
16
Properties=species:S:1:pos:R:3:forces:R:3
S -0.289 -1.281 0.020 1.6 -0.3 0.0
C 0.878 0.090 0.444 -0.4 0.4 -0.1
C -1.682 -0.236 -0.190 -2.1 1.4 0.5
C 0.266 1.322 -0.130 -2.4 -0.8 -2.1
C 2.222 -0.009 -0.201 0.9 -1.5 -0.6
C -1.264 1.243 0.087 1.8 -0.8 3.8
H 0.737 2.253 0.131 0.1 0.3 0.4
H 0.972 0.167 1.516 -0.1 -0.1 0.5
H -1.279 1.450 1.212 -0.7 -0.4 -1.1
H 2.184 -0.689 -1.099 0.3 0.8 0.9
H 2.638 0.957 -0.465 -0.2 0.2 -0.2
H -2.131 -0.210 -1.187 0.3 -0.6 -0.1
H 2.897 -0.388 0.541 0.7 -0.7 0.0
H -2.458 -0.660 0.513 0.5 1.0 -0.7
H -1.840 2.021 -0.334 -0.7 0.5 -1.0
H 0.384 1.141 -1.206 0.3 0.6 -0.2
```
Positions in Å, forces in eV/Å.

## Properties
structure (SMILES)	C[C@H]1CCCS1

Atom charges from the natural (NBO) analysis, given in e for atoms 1 to 2:
1 S 0.1962
2 C -0.3193

C4H7NO | the ωB97M-V functional and the def2-TZVPD basis

```
13
Properties=species:S:1:pos:R:3:forces:R:3
O -2.188 -2.141 1.094 0.2 0.4 -0.2
N 0.137 -0.457 -0.992 -0.2 -0.3 0.2
C -0.552 -1.339 -0.398 0.1 0.0 -0.3
C 1.495 0.981 0.259 0.1 0.1 0.1
C -1.692 -1.175 0.560 -0.1 -0.2 0.2
C 0.180 0.928 -0.555 0.0 0.1 0.0
H 1.980 0.001 0.196 -0.1 0.3 0.0
H -2.115 -0.164 0.705 0.1 -0.1 0.1
H -0.321 -2.384 -0.614 -0.3 0.0 -0.1
H -0.695 1.271 0.019 0.3 -0.2 0.0
H 1.321 1.195 1.316 0.0 0.1 -0.1
H 0.255 1.577 -1.433 0.0 -0.2 0.1
H 2.196 1.707 -0.155 -0.1 0.1 0.2
```
Positions in Å, forces in eV/Å.

## Properties
structure (SMILES)	CC/N=C\C=O

Atom charges from the natural (NBO) analysis, given in e for atoms 1 to 2:
1 O -0.4865
2 N -0.3297

C3H11NS2 | the ωB97M-V functional and the def2-TZVPD basis

```
17
Properties=species:S:1:pos:R:3:forces:R:3
S -1.365 1.483 -1.195 1.2 0.5 -0.7
S -0.479 1.190 -3.152 -1.3 -1.1 1.4
N 0.751 -0.303 0.954 1.9 1.5 1.5
C -0.490 3.018 -0.702 1.8 0.1 0.7
C 0.416 -2.586 1.484 0.7 0.2 -2.8
C 0.013 -1.455 0.485 -1.4 2.7 0.9
H 0.139 -2.334 2.566 0.7 -0.4 -1.8
H 0.508 3.289 -1.258 -1.9 -1.0 1.0
H 0.082 -1.417 -0.615 0.6 -1.6 0.3
H -0.279 3.004 0.427 -0.3 -0.2 -1.7
H -0.196 -3.347 1.020 0.1 -1.3 1.0
H 1.553 -2.766 1.185 -2.3 0.0 1.4
H 1.409 0.248 0.382 -0.9 -0.9 -0.2
H 1.311 -0.633 1.750 -0.2 0.7 -0.4
H -1.205 3.778 -0.909 -0.2 0.9 0.0
H -1.079 -1.123 0.593 1.0 -1.0 0.2
H -1.089 -0.047 -3.015 0.7 0.7 -0.7
```
Positions in Å, forces in eV/Å.

## Properties
structure (SMILES)	CCN.CSS

Atom charges from the natural (NBO) analysis, given in e for atoms 1 to 2:
1 S 0.0825
2 S -0.1611

C27H80N2O13 | the ωB97M-V functional and the def2-TZVPD basis

```
122
Properties=species:S:1:pos:R:3:forces:R:3
O -13.436 31.385 0.009 4.3 -7.8 -4.6
O -18.982 28.144 1.097 5.0 4.6 5.1
O -14.856 29.356 5.464 4.8 -2.5 -3.5
O -17.723 28.814 5.114 1.2 -3.7 8.3
O -17.764 30.343 -0.200 -0.7 -0.2 -0.2
O -15.216 29.122 -0.699 -0.4 10.3 -7.5
O -17.453 25.940 6.875 -5.4 -2.2 -8.8
O -18.404 26.217 2.883 0.3 0.1 -1.7
O -16.980 30.963 7.149 9.2 0.6 -3.4
O -24.375 25.771 3.159 -7.7 -2.5 -2.5
O -19.840 27.596 6.272 -1.4 -1.8 0.3
O -16.067 26.153 4.473 -2.2 1.2 0.7
O -13.243 33.338 5.429 -1.0 -0.4 0.2
N -12.690 29.461 4.609 4.4 4.0 1.9
N -13.890 27.669 4.089 -0.6 -2.3 -0.7
C -18.124 30.779 9.225 -0.3 -1.0 0.3
C -20.926 28.662 -0.013 -1.2 -0.9 -0.6
C -19.843 27.622 0.337 -3.5 -2.2 -4.2
C -16.710 26.255 7.807 6.0 2.4 8.3
C -19.015 31.785 7.136 -1.4 0.9 -0.3
C -19.517 29.514 3.814 -0.6 0.0 0.9
C -13.820 28.851 4.721 -6.8 -0.2 3.4
C -23.189 26.172 3.347 6.8 2.4 1.8
C -18.034 29.273 3.984 -0.2 2.4 -7.9
C -18.530 31.500 0.055 1.9 1.8 1.6
C -22.784 26.183 4.838 -0.5 1.1 -1.1
C -14.306 32.594 4.796 0.9 0.1 0.3
C -13.840 32.432 0.557 -2.0 6.2 3.1
C -17.134 30.472 3.712 -0.9 1.0 -2.2
C -22.864 27.456 2.587 -0.7 -0.4 0.6
C -15.323 28.583 1.496 -1.3 0.1 0.2
C -15.288 28.189 0.071 -1.3 -8.6 5.2
C -18.075 30.778 7.695 -8.3 -2.1 3.5
C -19.053 27.116 -0.888 -2.5 -3.5 -0.6
C -15.034 32.005 1.316 -1.9 1.0 2.6
C -17.550 26.728 8.969 0.4 -0.4 1.1
C -13.942 33.589 -0.472 0.0 0.0 1.0
C -14.243 27.190 -0.206 1.3 -1.3 -0.8
C -19.513 25.731 3.553 0.3 0.2 1.7
C -15.304 25.043 4.607 1.0 -4.2 -0.8
C -15.691 27.351 7.477 0.2 -2.6 -0.3
C -20.649 28.299 7.208 1.4 -0.3 0.1
H -19.289 25.790 4.618 -0.5 -0.1 0.3
H -13.312 27.626 -0.578 0.1 0.2 0.4
H -20.111 28.269 8.174 -0.4 0.5 -0.1
H -18.261 26.329 -0.683 -0.8 1.2 0.4
H -18.286 25.732 7.271 -1.4 -0.3 -0.8
H -14.648 31.523 2.264 -0.6 0.2 -1.0
H -21.601 27.772 7.386 0.2 0.4 -0.6
H -18.006 27.666 8.793 -0.9 0.9 -0.7
H -16.092 29.585 -0.624 1.1 0.4 -0.6
H -20.294 26.406 3.351 -1.2 0.6 -0.2
H -14.251 25.150 4.325 0.1 0.6 0.7
H -22.578 25.431 2.919 1.9 -1.1 -0.6
H -12.977 33.864 -0.853 0.7 -0.4 -0.3
H -18.704 27.552 1.794 0.6 -0.5 0.6
H -16.202 27.645 -0.212 -0.7 -0.7 1.1
H -16.273 28.227 7.330 0.1 1.0 -0.7
H -18.528 29.757 7.453 0.4 0.8 0.0
H -15.573 24.253 3.861 -0.4 0.4 0.4
H -17.348 30.866 2.701 -0.3 0.2 0.3
H -14.268 34.512 -0.029 -0.4 0.4 0.7
H -15.050 27.447 8.324 0.4 0.4 0.7
H -19.207 30.715 9.522 1.1 0.2 0.0
H -16.930 26.960 9.812 0.4 -0.3 0.7
H -19.003 31.710 6.046 -0.3 -0.1 0.1
H -15.030 26.955 6.672 -0.6 1.0 0.2
H -16.876 28.356 5.076 0.4 0.3 0.3
H -24.431 25.507 2.199 -0.5 0.4 1.6
H -14.871 33.182 4.094 0.3 0.3 -1.0
H -18.655 27.916 -1.458 0.3 0.7 -0.7
H -17.863 32.390 -0.028 -0.4 -0.6 -0.6
H -15.056 32.374 5.504 -0.5 -0.5 1.4
H -13.498 30.601 0.588 -0.1 0.6 -0.7
H -13.910 31.642 4.432 -0.4 0.3 -0.4
H -16.109 29.301 1.606 -0.5 0.5 0.2
H -17.622 25.967 3.353 1.1 0.0 0.3
H -18.782 31.595 1.127 -0.4 -0.5 -0.3
H -14.606 33.448 -1.300 -0.4 -0.7 -0.5
H -15.650 32.848 1.663 0.0 -0.1 0.0
H -21.913 27.871 2.795 1.0 0.4 0.3
H -21.828 26.654 4.958 0.5 0.3 0.1
H -22.711 25.212 5.220 0.1 -1.7 0.4
H -19.716 30.043 2.897 -0.1 0.1 -0.3
H -21.314 29.293 0.825 0.3 -1.1 -0.3
H -22.941 27.294 1.540 0.1 -0.4 -1.1
H -18.762 32.816 7.365 0.5 0.1 0.2
H -16.104 30.193 3.573 0.4 -0.3 0.7
H -19.836 26.494 -1.457 1.2 1.1 -0.1
H -12.566 33.418 4.771 0.6 0.2 -0.4
H -20.317 26.798 0.850 -0.6 -0.8 -0.1
H -13.149 32.739 1.366 0.3 0.9 -0.1
H -14.551 26.503 -0.989 -0.1 -0.1 -0.3
H -23.498 26.669 5.475 -0.5 0.6 0.1
H -15.681 31.297 0.808 0.1 0.1 -0.3
H -20.170 28.623 3.882 0.7 0.1 -0.3
H -13.317 27.312 3.321 0.4 1.2 0.6
H -17.701 28.539 3.227 -0.5 0.2 -0.3
H -11.833 29.004 4.377 -0.1 -0.9 -0.7
H -16.210 25.354 8.171 0.9 -0.2 0.4
H -18.295 25.975 9.274 0.1 0.2 -0.1
H -19.815 24.735 3.321 -0.1 -0.9 -0.6
H -19.996 31.661 7.562 -0.8 -0.1 -0.2
H -17.234 31.280 4.422 0.0 0.2 0.4
H -12.392 30.103 5.393 -1.4 -0.5 -1.3
H -17.599 29.883 9.591 -0.3 0.0 0.0
H -16.788 30.288 6.492 0.4 0.0 -0.2
H -15.606 27.746 2.070 -0.2 -1.0 1.0
H -18.335 29.619 0.104 0.5 -0.4 0.2
H -15.462 24.575 5.593 0.6 0.2 -0.3
H -19.864 30.102 4.667 0.0 0.4 -0.1
H -14.641 26.969 4.221 0.1 2.1 0.3
H -20.704 29.316 6.817 -0.8 0.1 0.6
H -21.753 28.109 -0.554 0.6 0.9 0.7
H -19.141 28.111 5.876 0.6 0.7 0.1
H -23.622 28.176 2.787 -0.6 0.9 0.5
H -14.448 29.029 1.889 1.3 0.4 0.2
H -14.094 26.584 0.663 0.5 -0.5 0.6
H -17.594 31.591 9.701 -0.2 0.7 0.0
H -19.388 31.644 -0.557 -0.7 -0.2 -0.6
H -20.537 29.382 -0.706 0.4 0.4 -0.7
H -16.645 26.108 5.280 0.0 0.6 -0.5
```
Positions in Å, forces in eV/Å.

Atom charges from the Löwdin analysis, given in e for atoms 1 to 2:
1 O 0.0145
2 O -0.0432

C6H9NS | the ωB97M-V functional and the def2-TZVPD basis

```
17
Properties=species:S:1:pos:R:3:forces:R:3
S -1.215 -1.584 -0.601 0.2 0.2 0.5
N 1.845 0.373 -0.354 3.0 1.5 1.9
C -1.558 1.398 -0.282 -0.3 -2.4 -0.1
C 1.380 -0.991 -0.435 1.3 -0.5 -0.9
C 0.619 0.196 -0.935 -0.4 -0.3 -2.4
C -0.681 0.122 -0.187 -2.1 2.6 0.5
C -0.256 -0.223 1.214 3.6 0.5 -0.4
C 0.351 -1.498 0.505 -1.5 -1.1 1.8
H 1.955 -1.714 -1.093 -0.8 1.1 0.8
H -0.927 2.139 0.215 -0.8 0.3 0.3
H -1.647 1.660 -1.322 -0.3 0.3 -0.4
H 0.591 0.337 -2.014 -0.4 0.3 0.0
H 0.540 0.603 1.591 -1.7 -2.1 -0.5
H -2.579 1.102 0.133 1.4 1.1 -0.2
H 0.343 -2.432 1.067 1.0 0.1 0.0
H -0.879 -0.488 2.035 -1.1 0.0 0.0
H 2.117 0.998 0.463 -0.9 -1.7 -1.2
```
Positions in Å, forces in eV/Å.

Atom charges from the natural (NBO) analysis, given in e for atoms 1 to 2:
1 S 0.1160
2 N -0.6077

Number 1: E_LUMO 1.08 eV, E_tot -594.67325 Eh. Number 2: E_LUMO -0.17 eV, E_tot -286.55373 Eh. Number 3: E_LUMO 0.22 eV, E_tot -971.94174 Eh. Number 4: E_LUMO 0.18 eV, E_tot -2163.96792 Eh. Number 5: E_LUMO 0.78 eV, E_tot -686.83892 Eh.